1.
{"formula": "CHF3FeNO4S2", "method": "the ωB97M-V functional and the def2-TZVPD basis", "symbols": ["O", "C", "F", "F", "O", "S", "N", "S", "H", "F", "O", "Fe", "O"], "coordinates": [[0.596613, -0.491096, -0.921232], [1.233996, 1.535182, 0.590790], [-0.048348, 1.874188, 0.658256], [1.825321, 1.883355, 1.728412], [-2.823561, -0.504975, -0.368503], [1.421892, -0.315064, 0.341207], [0.900407, -1.049491, 1.592367], [-0.798503, -1.488275, 1.660619], [-2.993645, -0.618537, -2.477206], [1.798221, 2.209423, -0.405286], [-2.832281, -1.285125, -1.800290], [-1.148023, -1.298958, -0.736171], [2.867912, -0.450628, 0.137036]], "forces_ev_per_a": [[0.927, 0.247, -0.020], [0.047, -1.185, -0.163], [-0.354, 0.213, 0.027], [0.149, 0.234, 0.252], [-1.060, -0.437, -2.405], [1.025, -0.981, 1.425], [0.615, 0.629, -1.251], [0.173, -0.198, -0.620], [0.014, 0.384, 0.365], [0.206, 0.530, -0.397], [-0.872, 0.295, 0.895], [0.779, -0.109, 1.910], [-1.648, 0.377, -0.016]], "mulliken_spin": [0.051, 0.005, -0.001, 0.001, 0.131, -0.009, 0.002, 0.120, 0.004, 0.000, 0.015, 3.676, 0.006], "multiplicity": 5, "total_charge": -1, "e_homo_ev": [-3.49, -3.43], "s2": 6.018, "energy_ha": -2754.04077}

2.
{"formula": "CHF3FeO", "method": "the ωB97M-V functional and the def2-TZVPD basis", "symbols": ["F", "F", "O", "Fe", "H", "F", "C"], "coordinates": [[-0.101656, -0.542560, 3.086840], [-2.235528, -0.393663, 3.439362], [0.334356, 2.281511, 4.540540], [1.893379, 1.841398, 5.255615], [-0.060168, 1.959148, 3.676171], [-0.866700, -0.556610, 5.111763], [-1.036791, -0.082766, 3.894133]], "forces_ev_per_a": [[0.517, 0.438, -0.072], [1.170, 0.945, 0.464], [0.066, 0.230, -0.290], [0.592, -0.120, 0.493], [-0.574, 0.002, -0.014], [0.355, 0.647, 0.281], [-2.125, -2.141, -0.862]], "mulliken_spin": [0.069, 0.095, 0.988, 4.048, -0.013, 0.089, 0.724], "multiplicity": 7, "total_charge": 2, "e_homo_ev": [-18.76, -22.86], "s2": 12.014, "energy_ha": -1676.20624}

3.
{"formula": "CHF3N2", "method": "the ωB97M-V functional and the def2-TZVPD basis", "symbols": ["N", "F", "C", "H", "N", "F", "F"], "coordinates": [[-2.397467, 0.839685, -0.015451], [-3.660881, 0.171611, 0.023442], [-1.441208, -0.051814, 0.051116], [0.742907, 0.109746, 0.209477], [-0.171048, 0.385145, -0.067880], [-1.568473, -1.292611, -0.149693], [-0.125444, 1.789815, -0.092730]], "forces_ev_per_a": [[-3.344, 3.529, -2.074], [0.293, -0.243, 1.239], [4.503, -0.312, 2.891], [0.511, -0.579, 0.799], [-1.746, 1.198, 0.147], [-0.876, -4.164, -2.335], [0.659, 0.571, -0.667]], "mulliken_spin": [0.831, 0.134, 0.601, 0.012, 0.320, 0.045, 0.056], "multiplicity": 3, "total_charge": 0, "e_homo_ev": [-5.98, -11.84], "s2": 2.006, "e_above_lowest_kcal_mol": 26.11, "energy_ha": -447.47908}

4.
{"formula": "CHF3N2O", "method": "the ωB97M-V functional and the def2-TZVPD basis", "symbols": ["N", "H", "N", "F", "F", "O", "F", "C"], "coordinates": [[-0.615014, -0.972141, -0.798569], [0.463733, 0.502404, 0.290811], [-1.089341, -2.566044, -1.072439], [-2.349401, -2.613779, -0.565373], [-0.363009, -3.317631, -0.190704], [-0.824929, -0.806958, 1.435768], [0.341293, -0.775396, -1.789588], [-0.378019, -0.373348, 0.427920]], "forces_ev_per_a": [[-1.419, -2.435, -2.176], [-2.142, -1.613, 0.319], [1.019, 2.709, 0.723], [0.429, 0.158, 0.057], [-0.210, 0.202, 0.010], [-0.609, 0.372, 0.639], [-0.425, 0.021, 0.926], [3.356, 0.585, -0.499]], "nbo_charge": [-0.013, 0.148, 0.477, -0.183, -0.198, -0.511, -0.204, 0.485], "total_charge": 0, "e_homo_ev": -11.03, "smiles": "O=CN(F)N(F)F", "e_above_lowest_kcal_mol": 130.37, "energy_ha": -522.77913}

5.
{"formula": "CHF3NO", "method": "the ωB97M-V functional and the def2-TZVPD basis", "symbols": ["H", "C", "O", "F", "N", "F", "F"], "coordinates": [[0.058879, 0.497420, 0.065546], [0.699100, -1.190263, -0.444974], [-0.994146, -1.187094, 0.932789], [1.771354, -1.176101, 0.457632], [-0.342230, -0.455440, -0.117791], [0.398994, -2.512929, -0.466819], [1.324359, -0.828485, -1.595614]], "forces_ev_per_a": [[-0.916, -0.811, 0.407], [2.028, -2.614, 0.550], [-0.257, 1.637, 0.235], [0.417, 0.311, 0.316], [-1.520, 1.235, 0.423], [0.401, 0.204, -1.290], [-0.154, 0.038, -0.640]], "nbo_charge": [0.307, 1.055, -0.802, -0.408, -0.450, -0.337, -0.365], "total_charge": -1, "e_homo_ev": -2.25, "smiles": "[O-]NC(F)(F)F", "e_above_lowest_kcal_mol": 8.33, "energy_ha": -468.26375}

6.
{"formula": "CHF3NO2S", "method": "the ωB97M-V functional and the def2-TZVPD basis", "symbols": ["H", "O", "F", "C", "F", "O", "F", "N", "S"], "coordinates": [[-0.377357, 0.113094, -0.259172], [1.424210, 0.486656, 0.054923], [-1.542984, -1.262972, 0.237650], [-1.375743, -0.012495, -0.240653], [-2.098732, 0.214960, -1.352687], [2.779244, -1.520653, -0.005359], [-1.954387, 0.785924, 0.671958], [4.006486, 0.751150, -0.065650], [2.829421, -0.068600, 0.017230]], "forces_ev_per_a": [[3.477, 1.074, -0.978], [1.630, -0.554, 0.092], [-0.699, -0.492, -0.677], [-3.493, -0.427, 1.416], [0.505, -0.758, -0.316], [-0.050, -0.565, 0.108], [-0.010, 0.547, 0.540], [0.516, 0.321, 0.111], [-1.876, 0.854, -0.298]], "nbo_charge": [0.186, -1.030, -0.346, 0.834, -0.342, -0.975, -0.351, -1.091, 2.116], "total_charge": -1, "e_homo_ev": -4.58, "e_above_lowest_kcal_mol": 38.76, "energy_ha": -941.74222}

7.
{"formula": "CHF3NO2S", "method": "the ωB97M-V functional and the def2-TZVPD basis", "symbols": ["F", "F", "O", "F", "C", "N", "S", "O", "H"], "coordinates": [[0.365243, 1.730758, -0.422541], [-1.589588, 1.213552, -1.215690], [1.237701, -1.624931, -0.081495], [0.152679, 0.648364, -2.269089], [-0.323473, 0.740330, -1.026994], [0.166524, -0.181171, 1.829745], [0.096183, -0.923634, 0.520931], [-1.131241, -1.667629, 0.370807], [1.025971, 0.064361, 2.294325]], "forces_ev_per_a": [[0.185, 0.839, -0.120], [-0.036, -0.293, 0.527], [-0.166, 1.232, 0.745], [0.618, -0.465, -0.622], [0.235, -1.236, 2.047], [-0.333, 0.130, 0.413], [-0.431, -0.301, -2.478], [-0.441, 0.175, 0.188], [0.368, -0.080, -0.701]], "nbo_charge": [-0.378, -0.375, -0.975, -0.363, 0.678, -1.184, 2.201, -0.979, 0.375], "total_charge": -1, "e_homo_ev": -5.07, "e_above_lowest_kcal_mol": 37.84, "energy_ha": -941.74368}

8.
{"formula": "CHF3NO3PbS", "method": "the ωB97M-V functional and the def2-TZVPD basis", "symbols": ["O", "O", "F", "H", "Pb", "F", "N", "S", "O", "F", "C"], "coordinates": [[-0.609264, 1.764073, -1.484683], [0.923165, -0.197555, -0.954031], [-2.448497, 0.078803, 0.587440], [3.769448, -1.455446, 1.302984], [2.490428, -0.544275, 0.470832], [-1.260275, -1.617281, -0.023343], [0.147935, 1.349716, 1.027807], [-0.193424, 0.717804, -0.568055], [1.192759, 0.782480, 1.496911], [-2.335342, -0.463879, -1.497648], [-1.676933, -0.414438, -0.358214]], "forces_ev_per_a": [[0.213, -1.405, 0.713], [-1.527, -0.195, -1.357], [-0.239, -0.005, 0.156], [0.808, -0.901, 1.061], [0.604, 1.245, 0.319], [0.113, -0.687, 0.280], [-2.761, 0.269, -3.842], [-0.615, 3.112, 1.764], [3.316, -2.051, 1.781], [-0.442, -0.271, -0.348], [0.530, 0.890, -0.527]], "mulliken_spin": [0.014, 0.057, 0.003, 0.478, 0.442, 0.001, -0.071, 0.054, 0.019, -0.001, 0.005], "multiplicity": 2, "total_charge": 0, "e_homo_ev": [-7.39, -7.77], "s2": 0.810, "e_above_lowest_kcal_mol": 27.57, "energy_ha": -1209.55711}

9.
{"formula": "CHF3O", "method": "the ωB97M-V functional and the def2-TZVPD basis", "symbols": ["H", "F", "O", "F", "C", "F"], "coordinates": [[1.324873, 0.205460, 0.763843], [0.677232, 0.071102, -0.018508], [0.687106, 1.921699, 1.862739], [-0.104750, 2.606343, -0.050883], [-0.162669, 2.351896, 1.194428], [-1.423820, 2.626277, 1.605315]], "forces_ev_per_a": [[-2.556, -0.445, -3.037], [2.579, 0.154, 2.886], [0.667, -0.096, 0.914], [0.098, 0.563, -1.361], [-2.088, 0.044, 0.776], [1.300, -0.221, -0.179]], "nbo_charge": [0.579, -0.582, -0.568, -0.267, 1.155, -0.316], "total_charge": 0, "e_homo_ev": -13.15, "smiles": "O=C(F)F.F", "e_above_lowest_kcal_mol": 10.75, "energy_ha": -413.54374}

10.
{"formula": "CHF3O3RhS", "method": "the ωB97M-V functional and the def2-TZVPD basis", "symbols": ["F", "O", "C", "H", "S", "F", "O", "O", "F", "Rh"], "coordinates": [[-0.108274, 2.086575, -1.249239], [-0.287927, -1.784311, -0.619078], [-0.090170, 0.365947, -2.177617], [-1.461248, 1.345100, -0.543229], [0.835167, -0.772057, -0.932980], [-0.622229, 1.232966, -3.101523], [1.545839, 0.209195, -0.035777], [-1.732308, 0.324778, -0.905821], [0.244921, -0.461463, -3.262346], [-1.639801, -1.765976, 0.828518]], "forces_ev_per_a": [[1.105, 0.091, 1.152], [0.843, 0.374, 0.494], [-3.427, 2.168, -2.308], [-0.299, -3.685, -1.727], [3.831, 1.717, -0.152], [-0.787, 0.649, 1.377], [-2.427, -2.310, -0.175], [1.163, 1.999, 0.938], [0.828, -2.413, 0.693], [-0.830, 1.409, -0.291]], "mulliken_spin": [0.014, 0.067, 0.001, -0.002, 0.063, -0.002, 0.022, 0.196, 0.000, 3.640], "multiplicity": 5, "total_charge": -1, "e_homo_ev": [-3.77, -5.00], "s2": 6.011, "energy_ha": -1072.42416}